Record 1
The following is a DFT calculation (ωB97M-V/def2-TZVPD) of a 7-piece molecular cluster, C35H81N3O7 overall in a non-equilibrium geometry.

Geometry (Å):
C1 -4.932 -1.908 -1.083
C2 -3.601 -2.631 -0.780
C3 -3.579 -3.082 0.639
C4 -3.480 -3.847 -1.737
C5 -3.154 -3.446 -3.217
C6 -1.992 -2.478 -3.369
C7 -2.162 -1.303 -2.434
C8 -0.796 -0.609 -2.515
C9 -3.223 -0.387 -2.893
N1 -2.351 -1.789 -1.039
O1 -2.366 -0.703 -0.151
H1 -5.774 -2.391 -0.469
H2 -4.887 -0.817 -0.693
H3 -5.226 -1.979 -2.123
H4 -3.693 -2.305 1.451
H5 -4.450 -3.746 0.715
H6 -2.652 -3.627 0.869
H7 -2.672 -4.572 -1.378
H8 -4.477 -4.397 -1.752
H9 -2.987 -4.386 -3.744
H10 -4.078 -3.023 -3.637
H11 -1.902 -2.115 -4.400
H12 -1.088 -3.004 -3.236
H13 -0.029 -1.353 -2.171
H14 -0.701 0.329 -1.909
H15 -0.652 -0.348 -3.550
H16 -3.572 0.269 -2.073
H17 -4.072 -0.929 -3.420
H18 -2.732 0.278 -3.582
H19 -1.524 -0.838 0.238
C10 5.222 2.363 -3.204
C11 4.212 1.538 -2.435
C12 3.197 2.482 -1.761
C13 3.445 0.523 -3.327
C14 4.271 -0.745 -3.556
C15 4.729 -1.357 -2.273
C16 5.657 -0.468 -1.400
C17 5.721 -1.104 -0.009
C18 7.086 -0.454 -1.917
N2 4.910 0.800 -1.247
O2 5.729 1.784 -0.621
H20 5.992 1.749 -3.798
H21 4.659 3.030 -3.904
H22 5.670 3.135 -2.609
H23 3.718 3.299 -1.323
H24 2.502 2.900 -2.500
H25 2.659 2.007 -1.025
H26 2.500 0.264 -2.838
H27 3.176 1.056 -4.323
H28 3.689 -1.330 -4.150
H29 5.102 -0.426 -4.135
H30 5.217 -2.303 -2.224
H31 3.826 -1.280 -1.648
H32 6.661 -0.676 0.529
H33 5.787 -2.222 -0.126
H34 4.802 -0.936 0.574
H35 7.569 0.468 -1.570
H36 7.328 -0.543 -2.968
H37 7.606 -1.226 -1.385
H38 5.140 2.015 0.124
C19 -0.872 2.662 -0.030
C20 -0.783 4.174 0.076
C21 0.645 4.621 -0.244
C22 -1.699 4.819 -0.930
C23 -3.192 4.695 -0.636
C24 -3.529 5.130 0.765
C25 -2.624 4.535 1.841
C26 -2.811 5.461 3.045
C27 -2.840 3.077 2.282
N3 -1.219 4.819 1.355
O3 -0.380 4.294 2.443
H39 -0.503 2.137 0.876
H40 -1.850 2.515 -0.162
H41 -0.385 2.296 -0.948
H42 0.688 4.857 -1.331
H43 0.947 5.636 0.196
H44 1.349 3.849 0.076
H45 -1.415 5.831 -1.061
H46 -1.433 4.325 -1.894
H47 -3.805 5.291 -1.319
H48 -3.399 3.674 -0.757
H49 -4.620 4.838 0.901
H50 -3.446 6.174 0.826
H51 -3.879 5.397 3.442
H52 -2.529 6.463 2.736
H53 -2.170 5.116 3.848
H54 -3.230 2.423 1.435
H55 -3.476 3.049 3.158
H56 -1.983 2.555 2.600
H57 0.285 4.939 2.520
C28 1.813 -4.932 -0.436
C29 0.692 -4.076 -1.090
O4 -0.291 -3.737 -0.131
H58 2.474 -4.269 0.208
H59 2.591 -5.334 -1.112
H60 1.429 -5.714 0.204
H61 0.173 -4.541 -1.911
H62 1.104 -3.134 -1.410
H63 -0.931 -3.095 -0.542
C30 -1.980 0.594 5.005
C31 -0.534 1.001 5.189
O5 0.232 -0.120 4.888
H64 -2.751 1.215 5.518
H65 -2.135 -0.418 5.453
H66 -2.308 0.567 3.973
H67 -0.305 1.302 6.302
H68 -0.345 1.897 4.632
H69 0.242 -0.324 3.925
C32 2.069 -0.132 1.561
C33 0.940 -1.103 1.184
O6 -0.150 -1.034 2.135
H70 2.791 -0.165 0.725
H71 2.513 -0.370 2.497
H72 1.753 0.912 1.607
H73 1.359 -2.133 1.376
H74 0.571 -1.126 0.198
H75 -0.513 -1.877 2.309
C34 -1.764 -5.730 3.809
C35 -2.003 -4.343 4.454
O7 -0.871 -3.583 3.841
H76 -0.768 -5.958 4.117
H77 -1.838 -5.518 2.737
H78 -2.434 -6.529 4.138
H79 -1.800 -4.371 5.533
H80 -2.984 -3.933 4.186
H81 -0.865 -2.750 4.308

Forces on atoms 1 to 2 (eV/Å):
-0.9323 0.9645 2.1867
0.5692 0.7615 -1.5533

Values from the calculation:
Molecular weight ... 656.05 g mol⁻¹
Lowest unoccupied orbital energy ... 0.59 eV
ΔE to the lowest compared entry with this formula, charge and spin ... 147.9 kJ/mol
Strongest force on any atom ... 4.13 eV/Å
Kohn-Sham gap ... 9.2 eV

***

Record 2
The following is a DFT calculation (ωB97M-V/def2-TZVPD) of an isolated ion of composition C5H9N3O3P and charge -1 in a non-equilibrium geometry.

Geometry (Å):
C1 0.815 -1.297 -2.146
C2 1.717 -0.009 -0.739
C3 2.829 -0.627 -1.293
C4 -1.254 -0.559 1.311
C5 -1.170 0.939 1.714
N1 0.474 -0.453 -1.181
N2 2.193 -1.377 -2.286
N3 1.762 0.815 0.481
O1 1.058 2.589 2.332
O2 1.000 3.489 -0.073
O3 -0.722 1.747 0.700
P1 0.745 2.425 0.894
H1 0.156 -1.727 -2.743
H2 -1.532 -1.208 2.071
H3 -1.895 -0.596 0.538
H4 -0.235 -0.863 0.939
H5 -0.573 1.073 2.605
H6 -2.307 1.307 1.958
H7 2.684 -1.953 -2.909
H8 2.739 1.311 0.411
H9 1.380 0.340 1.308

Forces on atoms 1 to 2 (eV/Å):
2.9140 2.5806 2.7274
-0.7136 -0.8776 0.4312

Values from the calculation:
Molecular weight ... 190.12 g mol⁻¹
Lowest unoccupied orbital energy ... 3.64 eV
Total charge ... -1
ΔE to the lowest compared entry with this formula, charge and spin ... 229.6 kJ/mol
Strongest force on any atom ... 4.75 eV/Å
Kohn-Sham gap ... 7.8 eV

***

Record 3
The following is a DFT calculation (ωB97M-V/def2-TZVPD) of C9H24O9S3Sn as an isolated structure in a non-equilibrium geometry.

Geometry (Å):
Sn1 -16.774 -3.211 15.854
O1 -19.501 -3.045 14.709
S1 -20.461 -2.663 13.661
O2 -20.490 -3.341 12.352
O3 -21.987 -2.661 14.371
C1 -23.120 -2.655 13.522
C2 -24.248 -1.691 14.019
C3 -20.254 -0.838 13.372
H1 -23.584 -3.640 13.580
H2 -22.840 -2.415 12.496
H3 -25.099 -1.759 13.341
H4 -23.921 -0.664 14.182
H5 -24.553 -2.224 14.920
H6 -20.988 -0.490 12.645
H7 -19.205 -0.724 13.100
H8 -20.407 -0.364 14.341
O4 -17.016 -3.286 12.939
S2 -17.174 -3.097 11.489
O5 -17.729 -1.840 10.933
O6 -15.673 -3.226 10.748
C4 -14.830 -4.241 11.258
C5 -13.841 -4.668 10.161
C6 -17.970 -4.566 10.755
H9 -15.447 -5.026 11.696
H10 -14.360 -3.999 12.212
H11 -14.495 -4.880 9.315
H12 -13.278 -5.565 10.420
H13 -13.043 -3.995 9.849
H14 -18.992 -4.348 11.063
H15 -17.542 -5.501 11.118
H16 -17.816 -4.539 9.677
O7 -11.815 -4.537 16.265
S3 -12.754 -4.926 15.262
O8 -14.083 -4.327 15.222
O9 -12.088 -4.847 13.745
C7 -10.651 -5.105 13.621
C8 -10.526 -6.186 12.686
C9 -12.844 -6.845 15.283
H17 -10.213 -5.390 14.577
H18 -10.127 -4.302 13.102
H19 -9.436 -6.206 12.674
H20 -10.849 -5.852 11.701
H21 -10.993 -7.138 12.940
H22 -13.052 -7.178 16.299
H23 -11.843 -7.251 15.138
H24 -13.589 -7.198 14.570

Forces on atoms 1 to 2 (eV/Å):
-0.1199 -0.1874 -0.9733
-1.3881 0.1780 -1.1925

Values from the calculation:
Molecular weight ... 491.19 g mol⁻¹
Lowest unoccupied orbital energy (spin up / spin down) ... -4.50 / -4.36 eV
Total charge ... +1
ΔE to the lowest compared entry with this formula, charge and spin ... 0.0 kJ/mol
Strongest force on any atom ... 3.77 eV/Å
Spin multiplicity ... 2
Kohn-Sham gap (spin up / spin down) ... 6.4 / 9.1 eV

***

Record 4
The following is a DFT calculation (ωB97M-V/def2-TZVPD) of a 2-piece molecular cluster, C3H5N3O overall in a non-equilibrium geometry.

Geometry (Å):
N1 -0.083 1.178 2.040
C1 -1.157 0.647 1.433
N2 -2.061 0.135 0.911
C2 -0.355 -1.354 -0.983
O1 -1.168 -0.776 -1.822
C3 0.990 -0.754 -1.068
N3 1.501 0.025 -0.194
H1 -0.189 2.156 2.275
H2 0.757 0.963 1.494
H3 -2.039 -1.196 -1.728
H4 1.567 -1.185 -1.902
H5 2.482 0.199 -0.412

Forces on atoms 1 to 2 (eV/Å):
-0.0296 -0.0559 -0.1192
-0.7867 -0.3674 -0.4193

Values from the calculation:
Molecular weight ... 99.09 g mol⁻¹
Lowest unoccupied orbital energy ... 0.32 eV
ΔE to the lowest compared entry with this formula, charge and spin ... 422.3 kJ/mol
Strongest force on any atom ... 1.05 eV/Å
Kohn-Sham gap ... 9.2 eV